Here is one molecule with the formula C4H7I from OMol25. Energies are from ωB97M-V/def2-TZVPD.

Last column: Mulliken charge in e.
Atoms and positions in Å:
C  -0.12  -1.44  0.01  -1.34
C  0.30  -0.07  -0.04  0.34
I  2.65  -0.05  -0.03  -0.06
C  -0.42  1.04  -0.72  -0.58
C  -0.29  0.98  0.73  -0.51
H  0.32  -1.98  0.86  0.36
H  0.31  -1.99  -0.89  0.34
H  -1.16  -1.52  0.08  0.42
H  -1.18  0.71  -1.30  0.36
H  0.32  1.74  -1.19  0.18
H  0.47  1.64  0.99  0.26
H  -1.20  0.96  1.50  0.23

Properties
* M: 182.00 g mol⁻¹
* net charge: 0
* highest occupied orbital energy: -9.267 eV
* E_tot: -12360.1836 eV
* energy relative to the best compared isomer or geometry (same formula, charge and spin): 69.9 kJ/mol



Here is one molecule with the formula C6H12O from OMol25. Energies are from ωB97M-V/def2-TZVPD.

Last column: Mulliken charge in e.
Atoms and positions in Å:
C  2.72  0.65  0.18  -1.22
C  1.61  -0.28  -0.25  -0.12
O  0.59  -0.15  0.73  -0.37
C  -0.48  -0.96  0.51  -0.16
C  -1.80  -0.70  1.08  -0.73
C  -1.71  -0.47  -0.39  -0.03
C  -1.82  0.98  -0.85  -1.24
H  3.07  0.37  1.18  0.28
H  2.33  1.68  0.23  0.30
H  3.56  0.63  -0.52  0.39
H  1.97  -1.33  -0.29  0.32
H  1.24  -0.03  -1.26  0.26
H  -0.24  -2.03  0.40  0.45
H  -1.78  0.24  1.63  0.23
H  -2.39  -1.48  1.55  0.25
H  -1.31  -1.21  -1.06  0.49
H  -1.67  1.09  -1.93  0.31
H  -2.81  1.41  -0.63  0.33
H  -1.08  1.58  -0.31  0.27

Properties
* M: 100.16 g mol⁻¹
* net charge: 0
* highest occupied orbital energy: -8.290 eV
* E_tot: -8461.5660 eV
* energy relative to the best compared isomer or geometry (same formula, charge and spin): 269.0 kJ/mol



Here is a 14-piece molecular cluster, C56H98N17O25 overall from OMol25. Energies are from ωB97M-V/def2-TZVPD.

Last column: Mulliken charge in e.
Atoms and positions in Å:
C  8.61  -21.19  18.24  -0.87
N  9.27  -21.06  16.88  0.30
C  10.59  -21.18  16.76  -0.76
C  11.26  -20.95  15.58  -0.70
C  10.53  -20.65  14.43  1.09
C  9.15  -20.63  14.55  -0.35
C  8.55  -20.79  15.78  -0.54
C  11.16  -20.40  13.15  0.87
C  12.38  -19.76  13.08  -0.55
C  13.07  -19.72  11.90  -0.45
N  12.53  -20.27  10.81  0.27
C  11.32  -20.81  10.82  -0.49
C  10.61  -20.89  11.99  -0.50
C  13.35  -20.46  9.60  -1.07
H  7.96  -20.30  18.42  0.41
H  9.36  -21.09  19.02  0.32
H  8.11  -22.14  18.25  0.28
H  11.18  -21.51  17.62  0.70
H  12.35  -21.09  15.57  0.32
H  8.49  -20.50  13.71  0.47
H  7.47  -20.75  15.94  0.43
H  12.80  -19.25  13.94  0.56
H  14.02  -19.20  11.83  0.38
H  10.96  -21.21  9.87  0.64
H  9.70  -21.52  11.99  0.09
H  13.88  -19.56  9.40  0.44
H  12.74  -20.75  8.79  0.15
H  13.99  -21.32  9.87  0.36
C  10.97  -30.39  11.70  -0.90
N  10.61  -29.53  12.87  0.48
C  11.49  -28.58  13.24  -1.06
C  11.41  -27.89  14.44  -0.72
C  10.43  -28.21  15.36  0.75
C  9.43  -29.10  14.91  -0.68
C  9.51  -29.71  13.69  -0.48
C  10.47  -27.71  16.73  1.99
C  9.32  -27.56  17.48  -0.56
C  9.43  -27.08  18.72  -0.73
N  10.61  -26.77  19.27  0.23
C  11.74  -26.98  18.61  -0.78
C  11.72  -27.42  17.30  -0.73
C  10.55  -26.02  20.54  -0.90
H  10.12  -30.98  11.32  0.33
H  11.74  -31.07  12.04  0.38
H  11.40  -29.78  10.90  0.27
H  12.25  -28.34  12.54  0.96
H  12.09  -27.06  14.56  0.35
H  8.58  -29.26  15.56  0.57
H  8.73  -30.42  13.41  0.43
H  8.32  -27.70  17.05  0.17
H  8.53  -26.83  19.29  0.40
H  12.64  -26.74  19.17  0.40
H  12.69  -27.63  16.92  0.54
H  10.07  -26.64  21.29  0.39
H  9.93  -25.13  20.38  0.37
H  11.50  -25.67  20.89  0.32
C  13.49  -24.82  6.59  -0.57
N  12.92  -24.99  7.95  0.80
C  11.63  -25.39  8.08  -1.37
C  11.02  -25.46  9.31  -1.04
C  11.79  -25.08  10.44  1.18
C  13.14  -24.81  10.30  -0.11
C  13.64  -24.63  9.02  -0.86
C  11.22  -25.05  11.80  0.76
C  11.59  -24.33  12.87  0.05
C  10.77  -24.33  13.99  -0.67
N  9.61  -24.98  13.99  2.06
C  9.32  -25.82  12.99  -0.54
C  10.18  -25.94  11.97  -0.84
C  8.63  -24.62  15.08  -1.37
H  12.67  -24.38  5.98  0.48
H  13.92  -25.74  6.20  0.01
H  14.34  -24.11  6.64  -0.16
H  11.07  -25.35  7.19  1.13
H  9.98  -25.73  9.32  1.08
H  13.65  -24.40  11.15  0.09
H  14.67  -24.29  8.84  0.68
H  12.39  -23.61  12.94  -0.55
H  10.92  -23.65  14.80  -0.16
H  8.36  -26.37  13.02  0.58
H  9.92  -26.64  11.19  -0.13
H  7.89  -23.97  14.60  0.23
H  9.18  -24.09  15.87  0.20
H  8.23  -25.55  15.43  0.78
C  14.39  -27.41  4.17  -1.87
N  15.64  -27.99  3.78  0.24
C  15.71  -28.02  2.30  -0.90
C  16.71  -27.07  4.29  -1.01
C  15.86  -29.34  4.30  -0.25
C  14.67  -30.26  4.53  -0.94
O  14.00  -30.61  3.35  -0.49
H  13.59  -28.11  3.91  0.68
H  14.33  -26.43  3.74  0.54
H  14.53  -27.40  5.24  0.57
H  14.83  -28.57  1.93  0.36
H  16.59  -28.52  1.97  0.43
H  15.63  -27.02  1.88  0.38
H  17.65  -27.45  3.92  0.43
H  16.59  -26.99  5.35  0.41
H  16.64  -26.06  3.86  0.35
H  16.22  -29.11  5.31  0.32
H  16.66  -29.79  3.72  0.54
H  13.95  -29.82  5.23  0.29
H  15.02  -31.12  5.10  0.49
H  14.38  -31.45  3.01  0.35
C  17.36  -27.35  9.64  -1.12
N  17.70  -27.51  11.09  0.24
C  16.44  -27.84  11.74  -0.92
C  18.59  -28.73  11.27  -0.83
C  18.31  -26.31  11.63  -0.49
C  17.43  -25.10  12.07  -0.52
O  16.59  -24.65  11.05  -0.39
H  16.65  -28.13  9.40  0.37
H  18.32  -27.42  9.12  0.38
H  16.94  -26.38  9.51  0.40
H  15.95  -28.71  11.33  0.39
H  15.72  -27.03  11.58  0.22
H  16.68  -27.94  12.80  0.45
H  18.17  -29.57  10.75  0.34
H  18.57  -28.78  12.35  0.42
H  19.56  -28.43  10.91  0.39
H  19.00  -25.90  10.89  0.27
H  18.88  -26.74  12.48  0.38
H  18.16  -24.41  12.44  0.49
H  16.87  -25.34  12.97  0.32
H  15.90  -24.17  11.48  0.16
C  13.52  -21.54  3.00  -0.92
N  14.62  -20.59  3.35  0.22
C  15.88  -21.21  2.89  -1.00
C  14.36  -19.35  2.70  -0.89
C  14.67  -20.46  4.76  0.62
C  13.52  -19.84  5.47  -0.42
O  13.43  -18.38  5.43  -0.58
H  13.46  -22.37  3.69  0.28
H  13.63  -21.90  1.98  0.43
H  12.55  -21.06  3.07  0.43
H  15.91  -21.24  1.79  0.34
H  15.94  -22.18  3.27  0.48
H  16.73  -20.62  3.27  0.36
H  14.45  -19.36  1.63  0.33
H  15.08  -18.63  3.13  0.35
H  13.40  -19.02  3.05  0.43
H  15.56  -19.85  4.91  0.47
H  14.93  -21.45  5.19  -0.49
H  13.44  -20.16  6.50  -0.15
H  12.56  -20.17  5.10  0.24
H  14.06  -17.98  6.05  0.39
C  9.83  -29.88  4.53  -1.11
N  8.52  -29.40  4.86  0.19
C  8.05  -28.48  3.82  -0.95
C  7.61  -30.51  4.86  -0.87
C  8.37  -28.74  6.20  -0.43
C  9.07  -27.40  6.40  -0.63
O  10.50  -27.56  6.48  -0.57
H  10.11  -30.63  5.25  0.36
H  10.54  -29.06  4.49  0.46
H  9.86  -30.35  3.56  0.42
H  8.02  -28.97  2.89  0.43
H  8.72  -27.67  3.74  0.44
H  7.03  -28.20  4.09  0.35
H  7.86  -31.16  5.68  0.41
H  7.70  -31.12  3.95  0.38
H  6.57  -30.19  4.94  0.40
H  8.77  -29.49  6.88  0.21
H  7.30  -28.59  6.39  0.31
H  8.58  -26.98  7.28  0.29
H  8.86  -26.70  5.58  0.65
H  10.48  -27.67  7.45  0.14
N  16.68  -23.49  6.06  0.81
O  16.34  -23.28  7.24  -0.59
O  16.43  -24.56  5.54  -0.45
O  17.13  -22.58  5.43  -0.70
N  6.97  -24.70  17.67  0.92
O  7.14  -25.85  17.18  -0.64
O  6.93  -23.68  16.88  -0.63
O  6.88  -24.57  18.89  -0.65
N  11.81  -24.14  17.79  0.51
O  12.92  -24.20  18.28  -0.77
O  11.58  -24.40  16.64  -0.02
O  10.84  -23.80  18.43  -0.52
N  8.15  -23.28  11.46  1.21
O  8.42  -22.84  12.59  -0.62
O  7.21  -24.05  11.38  -0.78
O  8.82  -23.00  10.48  -0.66
N  11.52  -22.13  6.14  0.79
O  11.33  -22.77  5.07  -0.78
O  12.15  -22.64  7.06  -0.11
O  11.06  -21.03  6.28  -0.69
N  8.49  -27.94  9.80  1.08
O  8.15  -27.66  10.95  -0.68
O  7.75  -27.62  8.88  -0.72
O  9.66  -28.50  9.56  -0.55
N  14.40  -22.93  13.15  1.05
O  14.68  -24.12  13.11  -0.61
O  14.66  -22.21  12.17  -0.61
O  13.85  -22.42  14.13  -0.59

Properties
* M: 1409.49 g mol⁻¹
* net charge: +3
* highest occupied orbital energy: -12.524 eV
* E_tot: -136127.3187 eV



Here is C41H44GeIrN2O5S as an isolated structure from OMol25. Energies are from ωB97M-V/def2-TZVPD.

Last column: Mulliken charge in e.
Atoms and positions in Å:
Ir  0.20  -0.17  0.47  3.97
C  1.11  -2.42  -1.44  -0.74
C  1.72  -2.68  -0.09  -0.76
N  1.85  -1.43  0.67  -0.27
C  3.09  -0.66  0.46  0.04
C  3.13  0.09  -0.84  -1.03
S  1.60  1.02  -1.05  -0.16
C  0.93  0.41  -2.63  -0.88
C  -0.20  -0.56  -2.44  -0.54
N  0.03  -1.43  -1.28  -0.63
H  0.73  -3.35  -1.84  0.52
H  1.84  -2.04  -2.15  0.40
H  2.68  -3.18  -0.20  0.57
H  1.06  -3.35  0.48  0.31
H  1.81  -1.65  1.67  -0.34
H  3.96  -1.32  0.51  0.72
H  3.16  0.04  1.29  -0.37
H  3.30  -0.53  -1.72  0.49
H  3.95  0.81  -0.78  0.65
H  1.78  0.02  -3.20  0.48
H  0.56  1.28  -3.17  0.50
H  -0.34  -1.13  -3.36  0.53
H  -1.11  -0.01  -2.25  0.29
H  -0.83  -1.92  -1.06  -0.01
O  -2.22  0.45  -0.42  0.02
C  -3.28  0.03  0.35  1.25
C  -2.43  -0.68  1.88  0.28
O  -3.16  -0.63  2.80  -0.38
O  -1.28  -1.11  1.60  -1.21
C  -4.26  1.15  0.63  0.10
C  -4.62  1.67  1.87  -0.23
C  -5.59  2.66  1.95  -0.88
C  -6.21  3.14  0.81  -0.53
C  -5.85  2.63  -0.44  -0.79
C  -4.88  1.65  -0.53  -0.32
C  -3.88  -1.24  -0.12  0.48
C  -4.99  -1.75  0.57  -0.53
C  -5.63  -2.89  0.11  -0.82
C  -5.16  -3.54  -1.03  -0.56
C  -4.05  -3.04  -1.71  -0.99
C  -3.42  -1.90  -1.26  -0.80
H  -2.15  1.42  -0.33  0.39
H  -4.16  1.31  2.78  0.56
H  -5.87  3.06  2.92  0.46
H  -6.97  3.91  0.88  0.43
H  -6.33  2.99  -1.34  0.44
H  -4.62  1.24  -1.50  0.38
H  -5.34  -1.26  1.47  0.52
H  -6.49  -3.27  0.63  0.47
H  -5.66  -4.43  -1.39  0.43
H  -3.70  -3.54  -2.61  0.49
H  -2.62  -1.46  -1.84  0.66
O  -0.23  1.98  1.14  -0.70
C  0.57  1.83  2.11  0.35
O  1.07  0.66  2.24  -0.33
C  0.96  2.91  3.06  -1.10
C  1.06  2.40  4.52  -1.25
Ge  1.82  0.60  4.77  1.42
C  0.64  -0.95  4.71  0.45
C  1.08  -2.15  4.14  -0.67
C  0.24  -3.26  4.08  -0.64
C  -1.05  -3.18  4.59  -0.67
C  -1.50  -1.99  5.14  -1.04
C  -0.67  -0.88  5.19  -0.12
C  2.04  0.78  6.73  0.11
C  1.31  0.07  7.70  -0.29
C  1.47  0.36  9.05  -0.70
C  2.35  1.35  9.46  -0.58
C  3.10  2.05  8.51  -0.75
C  2.95  1.76  7.16  -0.30
C  3.67  0.20  4.34  0.62
C  4.28  -0.82  5.06  -0.54
C  5.64  -1.06  4.93  -0.72
C  6.41  -0.27  4.08  -0.60
C  5.81  0.74  3.35  -0.77
C  4.44  0.98  3.48  -0.38
H  0.28  3.74  2.93  0.49
H  1.96  3.23  2.74  0.27
H  0.07  2.36  4.98  0.56
H  1.66  3.09  5.10  0.46
H  2.10  -2.23  3.77  0.50
H  0.60  -4.19  3.65  0.50
H  -1.69  -4.06  4.58  0.45
H  -2.51  -1.93  5.54  0.53
H  -1.04  0.04  5.63  0.46
H  0.62  -0.72  7.41  0.33
H  0.89  -0.19  9.79  0.43
H  2.47  1.58  10.51  0.39
H  3.80  2.81  8.83  0.42
H  3.56  2.30  6.44  0.33
H  3.69  -1.43  5.75  0.41
H  6.11  -1.85  5.51  0.45
H  7.48  -0.43  4.01  0.42
H  6.41  1.36  2.69  0.46
H  3.99  1.78  2.91  0.29

Properties
* M: 941.71 g mol⁻¹
* net charge: +2
* ⟨S²⟩: 0.763
* highest occupied orbital energy (alpha / beta): -12.239 / -12.239 eV
* E_tot: -126624.0673 eV
* spin multiplicity: 2
* energy relative to the best compared isomer or geometry (same formula, charge and spin): 205.0 kJ/mol



Here is one molecule with the formula C21H25N3O from OMol25. Energies are from ωB97M-V/def2-TZVPD.

Last column: Mulliken charge in e.
Atoms and positions in Å:
O  -0.62  -3.78  -0.89  -0.67
C  -0.50  -2.58  -1.01  0.01
C  -1.61  -1.66  -1.49  -0.34
N  -2.52  -1.44  -0.38  -0.11
C  -3.68  -0.63  -0.70  0.20
C  -4.77  -0.84  0.35  -1.27
C  -4.30  -0.37  1.73  -0.55
C  -3.89  1.10  1.68  -0.95
C  -2.80  1.31  0.64  -0.28
C  -3.29  0.86  -0.73  -1.12
N  0.67  -1.97  -0.66  -0.05
N  0.85  -0.65  -0.74  -0.20
C  1.96  -0.10  -0.39  0.34
C  2.03  1.36  -0.48  0.38
C  0.86  2.12  -0.54  -0.18
C  0.93  3.49  -0.62  -0.56
C  2.15  4.13  -0.64  -0.42
C  3.32  3.39  -0.58  -0.77
C  3.27  2.01  -0.50  -0.37
C  3.15  -0.84  0.09  -0.28
C  3.67  -0.57  1.35  -0.13
C  4.77  -1.27  1.82  -0.71
C  5.35  -2.25  1.04  -0.40
C  4.84  -2.53  -0.22  -0.76
C  3.74  -1.83  -0.69  -0.06
H  -2.10  -2.14  -2.36  0.38
H  -1.18  -0.71  -1.80  0.36
H  -2.82  -2.35  -0.03  0.26
H  -4.09  -0.91  -1.70  0.23
H  -5.65  -0.27  0.06  0.44
H  -5.04  -1.90  0.39  0.38
H  -3.43  -0.97  2.03  0.33
H  -5.09  -0.52  2.46  0.37
H  -3.54  1.42  2.66  0.38
H  -4.77  1.71  1.43  0.34
H  -1.93  0.71  0.91  0.22
H  -2.51  2.36  0.61  0.37
H  -2.51  1.02  -1.48  0.38
H  -4.16  1.44  -1.03  0.48
H  1.40  -2.58  -0.29  0.26
H  -0.08  1.60  -0.52  0.26
H  0.01  4.07  -0.67  0.41
H  2.20  5.21  -0.70  0.39
H  4.28  3.89  -0.61  0.39
H  4.18  1.44  -0.47  0.43
H  3.21  0.20  1.96  0.49
H  5.17  -1.05  2.80  0.39
H  6.21  -2.79  1.41  0.40
H  5.30  -3.29  -0.83  0.40
H  3.35  -2.04  -1.68  0.51

Properties
* M: 335.45 g mol⁻¹
* net charge: 0
* highest occupied orbital energy: -8.391 eV
* E_tot: -28700.6843 eV
* energy relative to the best compared isomer or geometry (same formula, charge and spin): 178.0 kJ/mol